{"formula": "C23H47O22V", "method": "wB97M-V/def2-TZVPD", "multiplicity": 4, "orbital_gap_ev": [7.68, 8.13], "e_homo_ev": [-11.85, -12.28], "e_lumo_ev": [-4.1701, -4.1480], "e_above_lowest_ev": 0.759, "total_charge": 1, "energy_ha": -3503.61360, "species": ["V", "C", "C", "O", "H", "H", "H", "H", "H", "C", "O", "C", "O", "O", "C", "H", "H", "H", "H", "H", "H", "C", "O", "C", "O", "O", "C", "H", "H", "H", "H", "H", "H", "C", "O", "C", "O", "O", "C", "H", "H", "H", "H", "H", "H", "C", "O", "C", "O", "O", "C", "H", "H", "H", "H", "H", "H", "C", "O", "C", "O", "O", "C", "H", "H", "H", "H", "H", "H", "C", "O", "C", "O", "O", "C", "H", "H", "H", "H", "H", "H", "C", "O", "C", "O", "O", "C", "H", "H", "H", "H", "H", "H"], "coordinates": [[1.866495, -1.440489, -2.157301], [-0.661524, 1.352114, -0.272557], [0.718334, 0.736939, 0.001729], [1.284742, 0.182737, -1.132878], [-0.541363, 2.128421, -1.033211], [-1.076647, 1.842697, 0.607636], [-1.314518, 0.571885, -0.651157], [0.563935, -0.033150, 0.773340], [1.325295, 1.556579, 0.415369], [-0.122401, -5.055369, -2.882015], [-1.293974, -4.466887, -2.360456], [-1.193074, -3.323979, -1.714252], [-0.174200, -2.645126, -1.674645], [-2.302348, -3.121143, -1.058254], [-2.461488, -1.901928, -0.311710], [0.377046, -4.414991, -3.609560], [-0.407702, -5.992159, -3.353471], [0.596997, -5.368195, -2.119294], [-1.758101, -1.842183, 0.516292], [-3.485512, -1.891023, 0.051644], [-2.367832, -1.045620, -0.974667], [-4.455799, 0.980965, -2.036040], [-4.790825, -0.173625, -2.795129], [-5.511600, -1.119689, -2.225290], [-5.855686, -1.163159, -1.075823], [-5.832237, -2.008760, -3.147930], [-6.760167, -3.020032, -2.768220], [-5.135251, 1.323699, -1.257268], [-4.118504, 1.760573, -2.705872], [-3.576882, 0.715303, -1.427714], [-6.288258, -3.791627, -2.156523], [-7.162056, -3.419912, -3.692683], [-7.586942, -2.652431, -2.157523], [-5.529163, -1.245503, 2.482981], [-4.253382, -1.413261, 3.074294], [-3.371224, -0.433160, 2.905800], [-3.604986, 0.631870, 2.414863], [-2.206794, -0.859664, 3.358427], [-1.174822, 0.103504, 3.535993], [-5.872767, -2.113049, 1.923924], [-5.528643, -0.429250, 1.753775], [-6.299563, -0.938678, 3.192951], [-0.813229, 0.584057, 2.625112], [-0.349852, -0.454877, 3.957547], [-1.495068, 0.904932, 4.202249], [5.566358, 4.328822, 3.157032], [5.289707, 4.395760, 1.758746], [5.066456, 3.266260, 1.121312], [4.864295, 2.184327, 1.624434], [4.895733, 3.529673, -0.170808], [4.435711, 2.423516, -0.965284], [6.606581, 4.017385, 3.231802], [4.947728, 3.686846, 3.782732], [5.412798, 5.308396, 3.602162], [5.082072, 1.563179, -0.818852], [4.488168, 2.771417, -1.991769], [3.405997, 2.221472, -0.670952], [3.585074, -0.118468, 7.328333], [3.933846, 0.866843, 6.371172], [3.089653, 1.013954, 5.351515], [2.316535, 0.178057, 4.988252], [3.299811, 2.209070, 4.824415], [2.345771, 2.661558, 3.866949], [4.049943, -1.073045, 7.074385], [2.509649, -0.260490, 7.400744], [3.973304, 0.153574, 8.306236], [2.107496, 1.853298, 3.179510], [2.793798, 3.480815, 3.309235], [1.455638, 3.101204, 4.318184], [-1.571441, 2.451739, -3.878786], [-1.478551, 2.090627, -5.254087], [-2.160776, 2.838995, -6.126331], [-2.562906, 3.948893, -5.965848], [-2.277565, 2.096428, -7.220846], [-2.971798, 2.616132, -8.330307], [-1.625345, 1.505161, -3.351528], [-2.476882, 3.039543, -3.717412], [-0.754871, 3.094118, -3.552386], [-4.033620, 2.713995, -8.089192], [-2.881725, 1.935328, -9.170660], [-2.652332, 3.601581, -8.674054], [4.752794, -4.733198, 1.083727], [3.608751, -4.218256, 0.416846], [3.481469, -2.928505, 0.250576], [2.482116, -2.502786, -0.325909], [4.460378, -2.221022, 0.735425], [4.450178, -0.775885, 0.604856], [4.670359, -5.806677, 1.210778], [4.940329, -4.289444, 2.061253], [5.677334, -4.558758, 0.527326], [5.453072, -0.444869, 0.352818], [4.171223, -0.375967, 1.573681], [3.779229, -0.437951, -0.181907]], "atomic_forces_ev_per_a": [[-2.344, 1.358, 3.688], [0.704, 0.143, -0.481], [-1.015, 0.099, 0.626], [1.404, -1.711, -2.402], [-0.126, -0.094, -0.071], [-0.097, -0.249, 0.103], [-0.228, 0.167, 0.050], [0.365, 0.069, 0.076], [0.351, -0.342, -0.025], [0.861, -0.663, -0.319], [-0.366, -0.143, 0.040], [0.467, -0.597, 0.400], [0.533, 0.778, -0.419], [-0.097, 0.234, -0.090], [-0.235, 0.408, -0.066], [-0.127, 0.042, -0.021], [-0.342, 0.236, -0.220], [-0.181, 0.495, 0.288], [0.089, -0.075, -0.081], [0.022, -0.283, 0.056], [0.242, -0.102, -0.058], [1.642, -0.375, 1.397], [-0.078, 0.664, -0.622], [-0.554, -0.099, 0.189], [0.093, 0.112, 0.638], [-0.005, -0.095, -0.468], [-0.396, -0.404, 0.519], [-0.774, -0.192, -0.635], [-0.473, 0.007, -0.263], [0.024, 0.114, -0.176], [0.211, -0.019, -0.286], [0.163, -0.122, -0.018], [0.141, 0.414, -0.173], [-1.083, 1.246, -0.942], [-0.055, -0.756, 0.044], [-0.565, -0.194, -0.086], [0.238, 0.777, -0.267], [0.422, -0.267, 0.096], [0.378, 0.409, 0.130], [0.445, -0.396, 0.400], [0.334, -0.105, 0.060], [0.312, -0.349, 0.396], [-0.396, -0.263, -0.276], [0.107, 0.043, 0.246], [-0.042, -0.154, 0.114], [0.603, -0.040, 0.745], [-0.178, 0.394, 0.012], [-1.459, -0.277, 0.152], [0.510, -0.190, 0.074], [0.484, 0.079, -0.334], [0.003, 0.572, 0.335], [0.001, 0.088, 0.419], [-0.140, -0.523, -0.716], [0.284, 0.292, -0.544], [-0.051, -0.078, -0.011], [-0.049, -0.016, -0.016], [0.026, -0.324, -0.180], [0.114, -1.052, 0.292], [0.081, 0.676, 0.291], [0.667, -0.218, 0.545], [-0.842, -0.250, -0.455], [-0.146, 0.714, -0.070], [0.002, 0.173, -0.643], [-0.126, -0.001, -0.158], [-0.027, 0.087, -0.128], [0.085, 0.449, -0.156], [-0.205, 0.039, 0.016], [0.319, -0.164, 0.010], [-0.041, -0.465, 0.355], [-0.521, 0.487, -0.135], [0.158, -0.151, 0.249], [0.296, -0.471, -0.459], [-0.359, 0.533, 0.246], [0.522, -0.461, -0.234], [-1.127, 0.755, -0.551], [0.192, 0.107, 0.286], [-0.056, -0.147, 0.040], [0.289, -0.286, -0.113], [0.046, -0.059, 0.033], [0.240, -0.283, 0.242], [0.388, -0.031, 0.387], [1.619, -0.218, 0.603], [-0.264, -0.222, 0.029], [0.078, -0.151, 0.002], [0.034, 0.486, -1.194], [0.207, 0.143, -0.233], [-0.014, 0.227, 0.110], [-0.570, 0.012, -0.188], [-0.510, 0.133, -0.001], [-0.285, 0.129, -0.317], [0.128, -0.313, 0.171], [-0.106, 0.180, -0.093], [-0.269, -0.131, 0.197]]}


{"formula": "C23H48BCl16FIN5O3P", "method": "wB97M-V/def2-TZVPD", "orbital_gap_ev": 9.48, "e_homo_ev": -11.92, "e_lumo_ev": -2.4402, "total_charge": 1, "energy_ha": -9531.35442, "species": ["C", "O", "C", "N", "C", "I", "N", "C", "N", "F", "B", "O", "N", "C", "C", "N", "P", "C", "O", "H", "H", "H", "H", "H", "H", "H", "H", "H", "H", "H", "H", "H", "H", "H", "H", "Cl", "C", "C", "Cl", "H", "H", "H", "H", "Cl", "C", "C", "Cl", "H", "H", "H", "H", "Cl", "C", "C", "Cl", "H", "H", "H", "H", "Cl", "C", "C", "Cl", "H", "H", "H", "H", "Cl", "C", "C", "Cl", "H", "H", "H", "H", "Cl", "C", "C", "Cl", "H", "H", "H", "H", "Cl", "C", "C", "Cl", "H", "H", "H", "H", "Cl", "C", "C", "Cl", "H", "H", "H", "H"], "coordinates": [[-1.175651, 2.082195, 3.756535], [-2.136298, 3.118656, 3.594774], [-3.026430, 2.832824, 2.573199], [-2.394587, 3.007150, 1.259908], [-1.816287, 4.106454, 0.809606], [-1.688516, 5.890466, 1.795189], [-1.333671, 3.978855, -0.406939], [-1.623247, 2.725500, -0.755865], [-1.304195, 2.167785, -1.917847], [-0.734633, 3.064901, -2.794390], [-1.424579, 0.766655, -2.534942], [-2.421693, 0.580592, -3.453687], [-0.484859, -0.224143, -2.177876], [-0.011014, -0.943425, -3.382724], [0.674374, 0.247144, -1.403480], [-2.302526, 2.057639, 0.218653], [-2.973914, 0.407096, 0.120545], [-2.155772, -0.477629, 1.460703], [-4.446994, 0.579023, 0.766770], [-0.374644, 2.424969, 4.401097], [-0.739391, 1.813021, 2.789595], [-1.621492, 1.188450, 4.190521], [-3.413010, 1.828181, 2.695660], [-3.831747, 3.561818, 2.654546], [-2.269057, 1.012610, -4.305549], [0.504673, -1.852230, -3.089709], [-0.854038, -1.229523, -4.003390], [0.667552, -0.305634, -3.942686], [0.357958, 0.637586, -0.435729], [1.343468, -0.588073, -1.204254], [1.234759, 1.034445, -1.913157], [-2.503582, -1.504634, 1.327761], [-2.404375, -0.150960, 2.465223], [-1.085813, -0.476168, 1.261032], [-5.105518, 0.766905, 0.084567], [1.705036, -0.701584, 4.915926], [2.231105, 0.371638, 6.245568], [1.293635, 0.324197, 7.421212], [-0.296505, 1.035360, 7.023648], [2.310246, 1.375964, 5.840412], [3.222402, 0.041699, 6.548927], [1.710889, 0.903001, 8.242514], [1.120034, -0.692677, 7.761416], [-4.294424, 0.798856, 5.189091], [-4.578003, 2.262558, 6.178178], [-4.022617, 2.115642, 7.569967], [-4.911890, 0.902722, 8.519965], [-5.649551, 2.441559, 6.190536], [-4.086387, 3.091426, 5.670358], [-4.111854, 3.065526, 8.094080], [-2.975998, 1.824016, 7.551214], [5.754019, -1.027533, 6.465825], [6.050535, -0.640420, 4.750018], [6.474948, 0.792440, 4.557161], [5.148054, 1.928035, 4.923771], [5.138253, -0.860263, 4.200990], [6.840505, -1.304567, 4.404863], [6.757977, 0.953850, 3.518963], [7.315151, 1.050788, 5.195283], [-2.066495, -4.350790, 2.055676], [-3.768694, -4.889519, 2.017113], [-4.691484, -3.774492, 1.608371], [-4.779771, -2.496433, 2.854336], [-4.018767, -5.279629, 2.999690], [-3.830970, -5.697704, 1.290546], [-5.701317, -4.153420, 1.462141], [-4.340559, -3.321674, 0.689612], [-0.873333, 2.135234, -6.716039], [0.121957, 3.542396, -6.237481], [0.010093, 4.680563, -7.215855], [0.765818, 4.276219, -8.778499], [1.146378, 3.188198, -6.144425], [-0.231565, 3.860009, -5.257832], [0.534850, 5.547824, -6.819450], [-1.024823, 4.951628, -7.405441], [5.411994, 0.743532, -4.646428], [4.601227, 0.186371, -6.137744], [3.479302, 1.099257, -6.548589], [2.112733, 1.030962, -5.393699], [4.247450, -0.825072, -5.962021], [5.355466, 0.159594, -6.921852], [3.088504, 0.792336, -7.516714], [3.803309, 2.134652, -6.615380], [-0.477683, -4.845146, -2.261080], [-2.125244, -5.503895, -2.384862], [-3.128137, -4.472244, -2.839656], [-3.380492, -3.203510, -1.603531], [-2.387247, -5.908408, -1.410691], [-2.091518, -6.317083, -3.107262], [-4.091486, -4.947912, -3.010856], [-2.811928, -3.977264, -3.753509], [4.368135, -3.585747, -6.325892], [5.062337, -3.929627, -4.716428], [6.349374, -3.183187, -4.477933], [7.667072, -3.767357, -5.522718], [5.205840, -5.004255, -4.648094], [4.322079, -3.626316, -3.977881], [6.665577, -3.331551, -3.446918], [6.231205, -2.117272, -4.656274]], "atomic_forces_ev_per_a": [[0.333, -0.259, -0.183], [0.150, 0.016, -0.083], [-0.145, 0.136, 0.827], [-0.003, -0.414, -0.166], [0.061, 0.408, -0.187], [-0.068, 0.095, 0.180], [0.328, 0.148, -0.383], [-0.213, -0.208, -0.122], [-0.176, -0.137, 0.433], [-0.011, -0.024, -0.092], [-0.523, -0.581, 0.203], [0.451, 0.139, -0.230], [0.694, 1.404, -0.902], [-0.345, -0.634, 0.390], [-0.167, -0.274, 0.429], [0.003, 0.319, 0.931], [0.240, -0.364, -0.648], [-0.194, 0.036, -0.348], [-0.092, 0.343, 0.036], [-0.099, 0.188, 0.096], [0.092, 0.037, -0.034], [-0.131, 0.000, 0.115], [-0.203, -0.189, -0.462], [-0.066, -0.063, -0.105], [-0.253, 0.065, -0.002], [0.126, -0.114, 0.056], [-0.032, 0.041, -0.035], [0.038, -0.125, -0.077], [-0.026, 0.010, 0.036], [0.017, -0.033, -0.032], [0.058, -0.061, -0.107], [0.042, -0.065, 0.153], [0.055, 0.014, 0.064], [0.112, 0.053, 0.140], [-0.078, -0.086, 0.091], [-0.003, 0.024, -0.036], [0.069, 0.040, 0.043], [0.061, -0.067, 0.042], [-0.065, 0.013, 0.044], [-0.027, 0.010, -0.017], [-0.016, -0.038, -0.002], [-0.017, 0.055, -0.020], [-0.036, -0.022, -0.048], [-0.022, -0.051, -0.071], [-0.012, 0.153, -0.041], [0.026, 0.037, 0.060], [0.010, -0.019, -0.009], [-0.023, -0.073, 0.026], [0.076, -0.037, 0.004], [-0.031, 0.013, -0.010], [-0.003, -0.044, 0.000], [0.004, -0.014, 0.011], [0.009, -0.043, -0.073], [0.045, -0.034, -0.021], [0.014, 0.070, -0.017], [-0.033, 0.013, 0.027], [0.027, 0.004, 0.031], [-0.039, -0.001, -0.017], [-0.025, 0.007, 0.050], [0.007, -0.012, -0.008], [-0.016, -0.109, 0.020], [-0.023, 0.028, 0.100], [-0.058, 0.019, 0.009], [0.042, 0.027, 0.034], [0.010, 0.010, -0.025], [0.007, -0.010, 0.039], [-0.092, 0.055, 0.007], [-0.117, 0.001, 0.077], [0.024, 0.105, 0.110], [-0.010, 0.018, -0.040], [-0.003, 0.002, -0.010], [-0.160, 0.096, -0.059], [-0.023, 0.021, -0.015], [0.027, -0.011, 0.010], [-0.013, -0.032, -0.033], [-0.020, -0.020, 0.011], [0.061, -0.053, -0.020], [0.028, 0.067, -0.117], [0.316, -0.121, 0.013], [-0.028, -0.008, 0.002], [0.012, 0.041, -0.003], [-0.035, -0.049, 0.023], [-0.001, 0.011, 0.069], [0.057, 0.080, 0.007], [-0.083, -0.045, -0.018], [0.040, -0.082, -0.031], [0.072, 0.080, -0.178], [0.000, 0.021, 0.023], [-0.003, 0.013, -0.028], [-0.017, 0.003, 0.045], [0.045, 0.032, 0.025], [-0.015, -0.011, 0.003], [-0.042, -0.026, 0.081], [0.025, 0.027, 0.021], [-0.001, 0.012, -0.015], [0.031, -0.011, -0.048], [-0.007, 0.036, -0.014], [0.000, -0.029, 0.005], [0.002, 0.009, -0.013]]}